Molecular formula: C4H9NO
Method: DFT, the ωB97M-V functional and the def2-TZVPD basis

Geometry as ORCA input:
```
! RIJCOSX wB97M-V def2-TZVPD def2/J DEFGRID3
* xyz 0 1
H -1.771 -0.997 -0.952
H 0.859 -1.445 -0.663
H 0.115 2.063 0.166
H 1.854 0.008 1.578
H -1.565 1.678 0.569
C -1.422 -0.917 0.095
C 2.110 -0.215 0.519
C 0.900 -0.383 -0.387
O 3.250 -0.336 0.143
H -0.994 1.504 -1.112
H 1.090 0.162 -1.327
H -1.116 -1.913 0.433
N -0.327 0.016 0.273
C -0.712 1.377 -0.049
H -2.270 -0.602 0.713
*
```

- molecular weight (g/mol) = 87.12
- HOMO level (eV) = -8.94
- E (hartree) = -287.76854
- ΔE to the lowest compared entry with this formula, charge and spin (eV) = 1.739